Computed, not measured: the molecule C2H4FNS at a distorted geometry, with the ωB97M-V functional and the def2-TZVPD basis.

```
9
C2H4FNS (the ωB97M-V functional and the def2-TZVPD basis)
S 1.57521 -0.96740 -0.43552
F -2.36817 1.34267 -0.17805
N 0.61448 -0.61253 0.90225
C -1.10924 0.84322 -0.48627
C -0.33669 0.26275 0.86293
H -0.49358 1.72230 -0.84071
H -0.58713 0.37117 1.81576
H -1.01913 0.17896 -1.33007
H 2.58428 -1.22616 0.35000
```

## Properties
Highest occupied orbital energy, eV: -9.2
Gap between HOMO and LUMO, eV: 10.00
SMILES: FC/C=N\S
F_max, eV Å⁻¹: 6.14
Multiplicity: 1
Electronic energy, Ha: -631.3305
Energy relative to the best compared isomer or geometry (same formula, charge and spin), kJ/mol: 228.5

Atomic partial charges in e from the Löwdin method, atoms 1 to 8: S 0.708; F -0.058; N -0.414; C -0.155; C -0.172; H 0.121; H 0.048; H 0.086

Computed, not measured: the molecule C2H2N2O at a distorted geometry, with the ωB97M-V functional and the def2-TZVPD basis.

```
7
C2H2N2O (the ωB97M-V functional and the def2-TZVPD basis)
O -0.81656 0.05530 1.07257
N -0.80152 1.19100 0.57880
N 0.10080 1.28165 -0.34311
C -0.06785 -0.82355 0.18441
C 0.51667 -0.00212 -0.68378
H -0.16635 -1.81880 0.83564
H 1.23480 0.11651 -1.64453
```

## Properties
Highest occupied orbital energy, eV: -10.6
Gap between HOMO and LUMO, eV: 11.48
SMILES: c1conn1
F_max, eV Å⁻¹: 5.81
Multiplicity: 1
Electronic energy, Ha: -262.0329
Energy relative to the best compared isomer or geometry (same formula, charge and spin), kJ/mol: 344.1

The net atomic charges from Löwdin, expressed in e, are: O -0.071; N -0.059; N 0.010; C -0.055; C -0.157; H 0.168; H 0.164

Computed, not measured: a cluster of 6 separate species, C37H67BN4O20 in total at a distorted geometry, with the ωB97M-V functional and the def2-TZVPD basis.

```
129
C37H67BN4O20 (the ωB97M-V functional and the def2-TZVPD basis)
O 7.54888 -1.59455 2.82077
O -0.45035 3.26935 -3.98578
O 10.79277 4.41835 0.44615
O -8.60152 -4.35889 -0.56477
O -0.41913 6.02521 3.06323
O -2.42551 5.29141 2.32027
O -7.82448 -2.63363 1.36721
O -0.39572 -1.53868 5.46412
O 12.07628 5.40208 -1.13087
O 1.66954 -1.98562 4.65752
O -0.52868 -4.06284 -1.08198
O 1.30195 -0.58065 6.38718
O -1.23912 1.16904 -4.27635
O 7.77673 0.29308 4.04618
O -1.67735 2.18833 -2.42746
O -1.90403 7.36083 2.00769
O -3.65324 -1.89830 2.38446
O 6.25346 -1.12515 4.61042
O 11.24166 3.31088 -1.34826
O -8.07086 -4.45207 -2.83422
N -4.40260 0.25639 -0.53076
N -3.79315 1.05174 1.70930
N -5.81367 -1.46821 1.54426
N -5.46802 2.10682 0.46371
C 11.43209 4.47202 -0.72395
C -5.82491 -3.13080 -0.06989
C -2.14412 3.97974 2.83960
C -4.53205 -2.03478 1.55846
C -1.06304 2.30793 -3.60717
C -5.04383 -4.24939 -4.49244
C -6.26496 -4.30035 -5.40615
C -2.55320 -4.47618 -2.42103
C -6.12820 -3.89489 -1.17539
C 5.51409 -2.32089 4.34767
C -3.73869 -4.02656 -1.58198
C -6.69780 -2.43446 0.98668
C -0.60881 1.10768 -5.56425
C -3.46885 -3.30039 -0.44618
C -0.79416 -3.88465 4.92962
C -1.47596 6.20306 2.51720
C 7.22924 -0.88105 3.73463
C 10.98400 5.56982 1.27028
C -4.51650 -2.86462 0.27701
C -0.96924 -2.44213 4.50442
C 0.92829 -1.42383 5.42271
C -6.10131 -3.49353 -6.72384
C 2.71678 -0.43075 6.50495
C -1.01482 8.45767 2.22247
C -5.35692 -2.15040 -6.55378
C 0.87808 0.84801 -5.44470
C -6.05219 -0.03558 1.33271
C -4.89322 0.77542 0.74915
C -5.20484 -5.14123 -3.21055
C 11.89502 3.18011 -2.61897
C -1.49781 3.30936 -1.55470
C -1.29057 -3.63693 -2.21751
C -2.35088 3.92441 4.33820
C 8.83166 0.73074 3.17730
C 8.29129 1.28994 1.87871
C 13.37259 2.89098 -2.45873
C -5.03116 -4.33360 -1.93606
B -7.63413 -4.23422 -1.53369
H 7.78516 0.51893 1.29859
H -6.13259 -5.69938 -3.22597
H -6.39652 0.49621 2.22289
H 11.40775 2.34491 -3.11920
H -6.46877 -5.35302 -5.61753
H -5.88896 -1.38598 -7.12115
H -4.72730 2.77356 0.63750
H -2.46104 -3.07409 -0.12594
H 12.01085 5.60525 1.63182
H 2.90175 0.36816 7.21745
H -0.44354 -5.01945 -1.12210
H -3.58037 -0.32614 -0.39050
H -1.77469 4.23903 -2.04677
H -6.87723 0.04944 0.62265
H 3.15708 -1.35183 6.88599
H 13.52336 2.01900 -1.82067
H -1.40225 9.29733 1.65192
H -0.61908 -3.68149 -3.07994
H -4.81857 -3.24400 -4.13539
H 11.72290 4.06940 -3.22518
H 13.88769 3.72896 -1.99034
H -0.99644 8.72359 3.27858
H -8.24269 -4.88097 0.16196
H -5.69812 -4.12493 -7.51569
H 7.56114 2.07658 2.07538
H 1.32251 0.71324 -6.43080
H 1.38282 1.67770 -4.95111
H 4.91500 -2.19842 3.44689
H -4.15349 -4.57483 -5.03936
H 13.83244 2.70402 -3.42914
H -1.08675 0.28263 -6.09015
H -2.78308 -4.45867 -3.48355
H 3.16609 -0.16236 5.55088
H 10.73978 6.48327 0.73244
H 9.53763 -0.08101 3.00174
H -4.13856 0.68347 2.59399
H 10.31290 5.46776 2.11881
H -7.12336 -3.24293 -7.01859
H -5.33296 -1.79587 -5.52671
H -7.12790 -3.87719 -4.89711
H -5.75922 2.17218 -0.50409
H 0.25921 -4.16351 4.95013
H -4.05091 1.03019 -1.08385
H -1.18907 -4.03611 5.93541
H -1.31300 -4.55055 4.23996
H -2.84288 3.30298 2.35179
H -8.40798 -5.35622 -2.82981
H -4.35484 -2.25072 -6.96936
H -1.63946 4.56604 4.85763
H -1.13684 3.66706 2.56160
H 9.36168 1.51067 3.72181
H -0.46549 3.35431 -1.21093
H -2.14943 3.15375 -0.69752
H 1.06245 -0.04610 -4.84708
H 6.17226 -3.18181 4.24983
H -1.52703 -2.59046 -2.02768
H -2.30264 -5.50523 -2.13498
H 9.09907 1.70101 1.27219
H -4.36779 -5.84127 -3.22987
H -0.01094 8.22416 1.87402
H -3.02192 0.42609 1.49759
H -0.81413 2.01713 -6.12868
H -2.22440 2.90499 4.70357
H -0.55028 -2.26087 3.51487
H -2.02854 -2.20041 4.45753
H 4.84636 -2.48135 5.18929
H -3.35162 4.27355 4.59721
```

## Properties
Highest occupied orbital energy, eV: -9.2
Gap between HOMO and LUMO, eV: 9.11
SMILES: CCCCCc1c(CCO)cc2c(c1B(O)O)C(=O)N(CC(N)(N)N)C2=O.CCOC(=O)OC.CCOC(=O)OC.CCOC(=O)OC.CCOC(=O)OC.CCOC(=O)OC
F_max, eV Å⁻¹: 2.17
Multiplicity: 1
Electronic energy, Ha: -3198.8765

Atomic partial charges in e from the Löwdin method, atoms 1 to 8: O 0.124; O 0.131; O -0.002; O 0.175; O 0.124; O 0.032; O 0.155; O 0.042

Computed, not measured: the ion C4H5O2 with charge +1 at a distorted geometry, with the ωB97M-V functional and the def2-TZVPD basis.

```
11
C4H5O2 (the ωB97M-V functional and the def2-TZVPD basis)
O 0.56542 -0.73166 -0.90377
O 0.50025 1.52294 -1.35198
C 0.76880 -0.56668 0.44270
C 0.37357 0.38519 -1.68597
C -1.34818 0.58994 1.01986
C -0.66023 -0.42773 1.09785
H 1.25459 -1.41516 0.72729
H -2.00401 1.45146 0.83867
H 0.14814 0.24576 -2.71959
H 1.24721 0.28171 0.77248
H -0.84558 -1.33578 1.76246
```

## Properties
Highest occupied orbital energy, eV: -15.7
Gap between HOMO and LUMO, eV: 7.96
F_max, eV Å⁻¹: 3.06
Multiplicity: 1
Total charge: +1
Electronic energy, Ha: -305.4594
Energy relative to the best compared isomer or geometry (same formula, charge and spin), kJ/mol: 359.3

Atomic partial charges in e from the Löwdin method, atoms 1 to 8: O 0.028; O 0.142; C -0.097; C -0.254; C 0.409; C 0.013; H 0.124; H 0.145

Number 1: lowest unoccupied orbital energy 0.78 eV. Number 2: lowest unoccupied orbital energy 0.86 eV. Number 3: lowest unoccupied orbital energy -0.14 eV. Number 4: lowest unoccupied orbital energy -7.77 eV.